Here is C6H7ClN2O as an isolated structure from the Open Molecules 2025 dataset. Energies are from the ωB97M-V functional and the def2-TZVPD basis.

Results
Relative energy (zero: lowest compared OMol25 entry of this formula, charge and spin), kcal per mole: 37.38
Highest occupied orbital energy, eV: -8.62
E_LUMO, eV: 0.82
HOMO-LUMO gap, eV: 9.44

```
! RIJCOSX wB97M-V def2-TZVPD def2/J DEFGRID3
* xyz 0 1
C -0.1631 1.1575 1.4439
C -0.0302 -0.1723 1.3298
C -1.2896 1.1174 -0.7946
C 1.3182 -1.0980 -0.6845
C -0.7920 1.9983 0.3556
C -0.4029 -0.8250 0.0827
N -1.1333 -0.1190 -0.9251
N 1.4271 -2.3665 -1.1115
O 1.9949 -0.1336 -0.8605
Cl -1.1354 -2.4145 0.1915
H 0.2724 1.5397 2.3952
H 0.5132 -0.8076 2.0944
H -1.8466 1.8550 -1.4582
H -1.5146 2.8175 0.7250
H -0.0767 2.7589 -0.2255
H 0.5427 -2.8083 -1.0355
H 2.3158 -2.4997 -1.5225
*
```



Here is one molecule with the formula C3H5NOS from the Open Molecules 2025 dataset. Energies are from the ωB97M-V functional and the def2-TZVPD basis.

Results
Relative energy (zero: lowest compared OMol25 entry of this formula, charge and spin), kcal per mole: 83.18
Highest occupied orbital energy, eV: -8.46
E_LUMO, eV: -0.17
HOMO-LUMO gap, eV: 8.29
Structure (SMILES): C[C@@H]1C=NSO1

```
! RIJCOSX wB97M-V def2-TZVPD def2/J DEFGRID3
* xyz 0 1
C 0.3079 0.2150 0.7896
C 0.6241 0.3945 -0.9098
C -0.1926 -0.4361 -1.9332
N 0.3632 -0.6902 -3.0206
S 1.8704 -0.2391 -3.2963
O 1.8866 0.4528 -1.5256
H -0.7539 0.5213 0.7573
H 0.9777 0.8214 1.3516
H 0.2764 -0.8407 1.2289
H 0.1448 1.3616 -1.2068
H -1.1313 -0.8571 -1.5917
*
```



Here is C35H62Br20N2S as an isolated structure from the Open Molecules 2025 dataset. Energies are from the ωB97M-V functional and the def2-TZVPD basis.

Results
Highest occupied orbital energy, eV: -8.06
E_LUMO, eV: 0.16
HOMO-LUMO gap, eV: 8.22

```
! RIJCOSX wB97M-V def2-TZVPD def2/J DEFGRID3
* xyz 0 1
C -2.5192 1.2771 0.8598
C -2.5939 0.6242 -0.5556
C -1.4399 -0.3843 -0.7695
C -0.0439 0.2775 -0.7891
C 0.3707 0.7926 -2.2211
C 1.2208 2.0602 -2.0276
C 2.2881 1.9320 -1.0512
C 3.1210 2.9454 -0.7191
C 2.8984 4.1973 -1.3727
N 3.5838 5.3275 -1.1473
S 2.9058 6.4221 -2.1408
N 1.7496 5.5610 -2.8944
C 1.8606 4.3336 -2.3627
C 0.9964 3.2423 -2.7148
C -0.0932 3.3807 -3.7625
C -1.5370 3.6928 -3.1960
C -1.5701 3.8984 -1.6703
C -3.0711 4.1172 -1.2558
H -3.4924 1.6892 1.1634
H -1.8091 2.1168 0.7952
H -2.1693 0.5722 1.6274
H -3.5408 0.0637 -0.5619
H -2.5839 1.4078 -1.3258
H -1.6090 -1.0507 -1.6295
H -1.4634 -1.0413 0.1214
H 0.7470 -0.3868 -0.4194
H -0.1205 1.1876 -0.1735
H 0.9524 0.0227 -2.7543
H -0.5334 1.0318 -2.8023
H 2.4469 0.9787 -0.5423
H 3.8982 2.8001 0.0275
H -0.1154 2.4582 -4.3616
H 0.1914 4.2426 -4.3864
H -2.1831 2.8581 -3.5195
H -1.9008 4.5865 -3.7260
H -1.2203 3.0103 -1.1305
H -0.9642 4.7868 -1.4410
H -3.3516 5.1774 -1.2646
H -3.1757 3.7245 -0.2344
H -3.6932 3.5216 -1.9387
Br 5.1185 0.2538 1.3513
C 5.3229 0.4483 3.2786
C 3.9864 0.4183 3.9706
Br 3.0424 2.1072 3.7452
H 5.8715 1.3706 3.4461
H 5.9355 -0.3964 3.5913
H 4.1134 0.2980 5.0451
H 3.3304 -0.3613 3.5991
Br 7.2267 -3.0553 5.1509
C 6.3156 -4.5362 4.2735
C 5.4796 -4.0579 3.1169
Br 3.8306 -3.2254 3.7281
H 5.7342 -5.0460 5.0360
H 7.1100 -5.1941 3.9257
H 5.1638 -4.8971 2.4998
H 5.9901 -3.3279 2.4944
Br 0.6991 -0.0440 -7.3687
C 1.7808 1.5769 -7.3771
C 3.1374 1.3025 -6.7880
Br 3.0012 1.1935 -4.8545
H 1.2287 2.3378 -6.8324
H 1.8569 1.8687 -8.4232
H 3.8256 2.1221 -6.9879
H 3.5800 0.3748 -7.1391
Br 0.5654 -1.8389 3.5783
C -0.3396 -2.7284 5.0526
C -0.0193 -2.0720 6.3687
Br 1.7619 -2.5544 6.9924
H -0.0511 -3.7749 5.0153
H -1.4020 -2.6398 4.8306
H -0.6979 -2.4219 7.1455
H -0.0539 -0.9875 6.3242
Br 1.9826 -2.7104 -4.5316
C 2.8098 -4.0126 -3.3504
C 2.4248 -3.7352 -1.9225
Br 3.4116 -2.2304 -1.1876
H 3.8808 -3.9795 -3.5272
H 2.4237 -4.9798 -3.6680
H 2.6774 -4.5773 -1.2803
H 1.3689 -3.5042 -1.8125
Br 0.6422 -2.1494 13.2456
C 1.1139 -3.6418 12.0889
C 0.6095 -3.4337 10.6860
Br -1.3056 -3.7710 10.5611
H 0.7182 -4.5396 12.5541
H 2.2016 -3.6782 12.1006
H 1.0681 -4.1473 10.0042
H 0.7779 -2.4271 10.3159
Br -4.1337 -3.0555 -0.9249
C -4.7065 -3.9798 0.6878
C -4.2233 -3.2727 1.9280
Br -2.3304 -3.6027 2.2523
H -4.3470 -5.0018 0.6121
H -5.7943 -3.9768 0.6475
H -4.7337 -3.6561 2.8097
H -4.3507 -2.1949 1.8786
Br 3.8959 7.9588 5.1517
C 2.1209 7.2343 4.8130
C 2.1924 5.8555 4.2118
Br 2.6688 5.9204 2.3264
H 1.6046 7.9479 4.1780
H 1.6366 7.2019 5.7874
H 1.2154 5.3756 4.2425
H 2.9223 5.2155 4.6997
Br -5.0424 -2.5559 -7.9187
C -4.3858 -0.8345 -8.5541
C -3.0606 -0.4830 -7.9308
Br -3.2825 0.1247 -6.0982
H -5.1611 -0.1043 -8.3426
H -4.2829 -0.9500 -9.6316
H -2.6006 0.3521 -8.4558
H -2.3648 -1.3163 -7.9061
Br -6.6779 -1.3282 -3.9019
C -7.5872 -2.8965 -4.6048
C -8.6216 -2.5215 -5.6317
Br -10.2282 -1.8029 -4.7983
H -8.0033 -3.4281 -3.7541
H -6.8025 -3.5001 -5.0579
H -8.9541 -3.4022 -6.1783
H -8.2684 -1.7737 -6.3352
*
```



Here is a 2-piece molecular cluster, C3H9N3 overall from the Open Molecules 2025 dataset. Energies are from the ωB97M-V functional and the def2-TZVPD basis.

Results
Relative energy (zero: lowest compared OMol25 entry of this formula, charge and spin), kcal per mole: 75.14
Highest occupied orbital energy, eV: -8.74
E_LUMO, eV: 0.94
HOMO-LUMO gap, eV: 9.68
Structure (SMILES): C/C=N/N.C=N

```
! RIJCOSX wB97M-V def2-TZVPD def2/J DEFGRID3
* xyz 0 1
C -0.3025 -0.2378 -2.4831
C -0.0472 -0.4468 -1.0555
N -0.7486 -1.3306 -0.4947
N -0.4463 -1.6174 0.8914
H -0.9414 -1.0094 -2.8841
H 0.6361 -0.2323 -2.9830
H -0.8937 0.7186 -2.7771
H 0.7876 0.1297 -0.6559
H 0.0620 -0.9601 1.3708
H -1.2746 -1.7846 1.3426
C 0.8567 1.6209 1.6915
N 0.6003 0.6461 2.4432
H 0.1365 2.5126 1.4475
H 1.7540 1.4076 1.0182
H -0.1787 0.5835 3.1281
*
```



Here is C52H49NP2PdSb2 as an isolated structure from the Open Molecules 2025 dataset. Energies are from the ωB97M-V functional and the def2-TZVPD basis.

Results
Relative energy (zero: lowest compared OMol25 entry of this formula, charge and spin), kcal per mole: 48.13
Highest occupied orbital energy, eV: -12.96
E_LUMO, eV: -5.71
HOMO-LUMO gap, eV: 7.25

```
! RIJCOSX wB97M-V def2-TZVPD def2/J DEFGRID3
* xyz 2 1
Pd 0.1627 0.1270 -0.2091
C 1.9396 1.3354 2.8248
N 1.9810 1.8018 1.4197
P 2.4681 0.5902 0.2405
C 3.0843 1.5503 -1.1613
C 2.3979 1.4365 -2.3686
C 2.7986 2.1659 -3.4783
C 3.8858 3.0195 -3.3795
C 4.5777 3.1375 -2.1785
C 4.1848 2.4028 -1.0742
C 3.9262 -0.1701 0.9871
C 4.1704 -1.5229 0.7640
C 5.3325 -2.1099 1.2462
C 6.2434 -1.3517 1.9639
C 5.9948 -0.0055 2.2075
C 4.8422 0.5864 1.7229
P 0.4692 2.3359 0.7199
C 0.9273 3.8319 -0.1820
C 0.2920 4.1420 -1.3781
C 0.5866 5.3318 -2.0291
C 1.5161 6.2062 -1.4864
C 2.1631 5.8889 -0.2972
C 1.8726 4.7032 0.3554
C -0.5910 2.9885 2.0466
C -1.9672 2.9138 1.8397
C -2.8617 3.4605 2.7458
C -2.3823 4.0907 3.8847
C -1.0142 4.1912 4.0947
C -0.1228 3.6555 3.1783
H 2.6083 0.4889 2.9608
H 0.9401 1.0259 3.1404
H 2.2771 2.1238 3.4953
H 1.5355 0.7781 -2.4378
H 2.2629 2.0711 -4.4135
H 4.2011 3.5939 -4.2405
H 5.4278 3.8028 -2.1073
H 4.7323 2.5013 -0.1462
H 3.4594 -2.1210 0.2092
H 5.5228 -3.1590 1.0631
H 7.1479 -1.8087 2.3423
H 6.7025 0.5817 2.7770
H 4.6494 1.6332 1.9230
H -0.4092 3.4404 -1.8182
H 0.0972 5.5719 -2.9638
H 1.7458 7.1334 -1.9941
H 2.8962 6.5670 0.1190
H 2.3895 4.4468 1.2723
H -2.3460 2.4436 0.9450
H -3.9266 3.4006 2.5626
H -3.0724 4.5162 4.6007
H -0.6385 4.7034 4.9702
H 0.9385 3.7805 3.3399
C 0.1180 -2.0712 2.0714
C -1.2236 -1.6774 2.7171
C -1.9199 -0.3295 2.3766
Sb -2.3221 -0.3222 0.2676
C -4.0913 -1.5250 0.2497
C -4.3564 -2.3807 1.3170
C -5.5530 -3.0782 1.3760
C -6.4962 -2.9279 0.3709
C -6.2472 -2.0579 -0.6794
C -5.0537 -1.3519 -0.7413
C -2.8403 0.9676 -1.3667
C -3.0151 2.3420 -1.4740
C -3.1654 2.9197 -2.7280
C -3.1163 2.1425 -3.8752
C -2.9239 0.7748 -3.7739
C -2.7843 0.1856 -2.5248
Sb -0.1693 -2.4248 -0.0501
C -1.5130 -4.0460 0.0454
C -2.6131 -4.1715 -0.7948
C -3.4085 -5.3059 -0.7228
C -3.1076 -6.3069 0.1897
C -2.0037 -6.1864 1.0233
C -1.1998 -5.0572 0.9511
C 1.2894 -3.2640 -1.3489
C 2.2315 -2.4486 -1.9646
C 3.1357 -2.9974 -2.8615
C 3.0842 -4.3531 -3.1535
C 2.1254 -5.1605 -2.5577
C 1.2182 -4.6203 -1.6569
H 0.4877 -2.9743 2.5559
H 0.8701 -1.2902 2.1656
H -1.0452 -1.6167 3.7960
H -1.9132 -2.5096 2.5898
H -1.2947 0.5257 2.6114
H -2.8586 -0.2381 2.9222
H -3.6512 -2.5189 2.1192
H -5.7451 -3.7386 2.2111
H -7.4297 -3.4725 0.4153
H -6.9892 -1.9122 -1.4533
H -4.9063 -0.6607 -1.5576
H -3.0649 2.9829 -0.6068
H -3.3262 3.9872 -2.8071
H -3.2296 2.6029 -4.8474
H -2.8830 0.1590 -4.6627
H -2.6351 -0.8884 -2.4690
H -2.8574 -3.3995 -1.5138
H -4.2630 -5.4056 -1.3789
H -3.7302 -7.1897 0.2465
H -1.7621 -6.9735 1.7249
H -0.3314 -4.9839 1.5965
H 2.2540 -1.3854 -1.7609
H 3.8713 -2.3633 -3.3390
H 3.7859 -4.7807 -3.8571
H 2.0795 -6.2147 -2.7960
H 0.4698 -5.2580 -1.2053
*
```



Here is an isolated ion of composition C10H12NO and charge +1 from the Open Molecules 2025 dataset. Energies are from the ωB97M-V functional and the def2-TZVPD basis.

Results
Relative energy (zero: lowest compared OMol25 entry of this formula, charge and spin), kcal per mole: 106.33
Highest occupied orbital energy (spin up / spin down), eV: -12.90 / -12.90
E_LUMO (spin up / spin down), eV: -5.31 / -5.31
HOMO-LUMO gap (spin up / spin down), eV: 7.59 / 7.59
Structure (SMILES): CO[N+]1=CC=C2C=CC=C[C@@]21C

```
! RIJCOSX wB97M-V def2-TZVPD def2/J DEFGRID3
* xyz 1 1
C 3.1827 0.8359 -1.0571
O 2.2268 0.2724 -0.1518
N 1.0499 -0.1316 -0.6144
C 0.9252 -1.4307 -0.9946
C -0.1941 -2.0783 -0.6177
C -0.9875 -1.0372 -0.0463
C -2.3324 -1.0266 0.3026
C -2.9663 0.2030 0.2555
C -2.1423 1.3888 0.2622
C -0.8297 1.4735 0.1315
C -0.0862 0.1087 0.2055
C 0.1216 0.2076 1.7026
H 2.6167 0.7817 -2.0879
H 4.0192 0.0156 -1.2271
H 3.5296 1.7673 -0.8561
H 1.7421 -1.9690 -1.5646
H -0.4454 -3.1236 -0.8067
H -3.0109 -1.9221 0.2682
H -4.0610 0.3179 0.2604
H -2.7010 2.3677 0.3919
H -0.3092 2.4312 0.2342
H -0.8694 -0.0091 2.3159
H 0.8757 -0.5151 1.8270
H 0.6459 1.0719 1.8666
*
```